Entry from the Open Molecules 2025 dataset: the molecule C28H33N5O4 (the ωB97M-V functional and the def2-TZVPD basis).

Results
Frontier orbital gap   8.5 eV
SMILES string   CC(C)C[C@H](NC(=O)c1nc[nH]c1C(=O)N1CCN(c2ccccc2)CC1)C(=O)OCc1ccccc1
Relative energy (zero: lowest compared OMol25 entry of this formula, charge and spin)   0.0 kJ/mol
HOMO level   -7.86 eV

Geometry (Å):
C (-0.137720, -2.018401, 5.405263)
H (-0.654876, -1.186726, 4.933492)
H (-0.800559, -2.881137, 5.400166)
H (0.062428, -1.751353, 6.441011)
C (1.172021, -2.348719, 4.690019)
C (1.894051, -3.478213, 5.423028)
H (1.250920, -4.351453, 5.507671)
H (2.794036, -3.764254, 4.884137)
H (2.174707, -3.160776, 6.424950)
C (2.083575, -1.110970, 4.587152)
H (1.812516, -0.385177, 5.354162)
H (3.120601, -1.407438, 4.749887)
C (2.032629, -0.433026, 3.217931)
N (0.712925, 0.002719, 2.846360)
C (0.544046, 0.968917, 1.909870)
O (1.416477, 1.753061, 1.582125)
C (-0.817236, 0.965473, 1.348036)
C (-1.363634, 1.770149, 0.364288)
N (-2.659689, 1.361586, 0.243360)
C (-2.840780, 0.332955, 1.099939)
N (-1.759230, 0.070352, 1.775544)
H (-3.766879, -0.196519, 1.202163)
H (-3.325621, 1.774517, -0.391704)
C (-0.888546, 2.944584, -0.402491)
O (-1.590647, 3.942494, -0.471019)
N (0.321668, 2.852517, -0.987722)
C (1.021172, 1.626900, -1.284309)
H (2.028992, 1.681938, -0.863200)
C (1.060846, 1.467858, -2.828287)
N (0.067626, 2.305441, -3.463272)
C (-1.269817, 1.922190, -3.443984)
C (-2.224780, 2.684240, -4.128739)
C (-3.553415, 2.315567, -4.150049)
C (-3.978614, 1.163898, -3.507758)
C (-3.040873, 0.380027, -2.861180)
C (-1.708132, 0.747555, -2.826421)
H (-1.020319, 0.104590, -2.302346)
H (-3.343678, -0.530587, -2.363371)
H (-5.019726, 0.878864, -3.522341)
H (-4.264695, 2.931166, -4.680944)
H (-1.924819, 3.569629, -4.667425)
C (0.402235, 3.704963, -3.272969)
H (-0.450225, 4.324753, -3.538073)
C (0.785501, 3.961223, -1.790621)
H (1.868105, 4.037489, -1.665193)
H (0.312451, 4.870493, -1.420274)
H (1.239371, 3.961126, -3.931310)
H (0.911509, 0.427351, -3.118273)
H (2.033064, 1.788418, -3.214375)
H (0.509325, 0.788297, -0.815782)
H (-0.053255, -0.649811, 2.938070)
C (2.620794, -1.356288, 2.142075)
O (3.600499, -2.038922, 2.279980)
O (1.900286, -1.286564, 1.024292)
C (2.318725, -2.056730, -0.097421)
C (1.152377, -2.243944, -1.027279)
C (1.356219, -2.318830, -2.399361)
C (0.287750, -2.522207, -3.255570)
C (-0.995565, -2.645344, -2.749849)
C (-1.205305, -2.559136, -1.383789)
C (-0.137968, -2.361005, -0.525881)
H (-0.307872, -2.286555, 0.537298)
H (-2.202672, -2.649209, -0.979218)
H (-1.827599, -2.799126, -3.420142)
H (0.456317, -2.579652, -4.320613)
H (2.356600, -2.222762, -2.796300)
H (3.142571, -1.537623, -0.600546)
H (2.698123, -3.024949, 0.258747)
H (2.669501, 0.463142, 3.220192)
H (0.942191, -2.703038, 3.678199)

Cartesian forces, eV/Å:
C 0.1 -0.1 -0.3
H -0.1 0.1 0.0
H -0.1 -0.1 0.0
H 0.0 0.1 0.1
C 0.1 0.0 0.3
C -0.1 0.1 -0.3
H 0.0 -0.1 0.1
H 0.1 -0.1 0.0
H 0.0 0.0 0.1
C 0.0 -0.1 -0.3
H 0.0 0.1 0.0
H 0.0 0.1 0.0
C 0.2 0.2 0.1
N 0.0 -0.1 0.4
C 0.0 0.0 0.3
O 0.1 0.0 -0.1
C -0.5 0.4 -0.7
C 0.2 -0.2 0.5
N 0.2 0.1 0.1
C -0.2 0.0 0.0
N 0.1 -0.3 0.3
H -0.2 0.0 -0.1
H 0.0 0.0 0.0
C 0.1 0.1 0.0
O -0.2 0.0 0.0
N 0.1 0.2 0.0
C 0.2 -0.3 0.0
H -0.1 -0.1 0.0
C 0.0 -0.1 0.1
N 0.2 0.0 -0.2
C -0.2 -0.1 -0.1
C 0.0 0.1 0.0
C 0.0 0.1 0.0
C -0.2 -0.1 0.1
C -0.1 0.0 -0.1
C 0.2 0.0 0.0
H 0.1 0.0 0.1
H 0.0 -0.1 0.0
H -0.1 0.0 0.0
H 0.0 0.1 -0.1
H 0.1 0.1 0.0
C 0.0 0.2 0.0
H 0.1 0.0 0.0
C -0.1 0.3 0.0
H 0.0 0.0 0.0
H 0.1 -0.1 -0.1
H -0.1 0.1 0.0
H 0.1 0.0 0.0
H 0.0 -0.1 0.0
H 0.1 0.0 -0.1
H 0.0 0.1 0.0
C 0.1 0.1 0.3
O 0.1 0.0 0.0
O -0.2 0.0 -0.4
C 0.4 -0.4 -0.1
C 0.0 0.2 0.1
C 0.0 0.0 0.1
C 0.0 -0.1 -0.1
C 0.0 0.0 -0.1
C 0.0 0.0 0.0
C 0.0 0.0 0.0
H 0.0 0.0 0.1
H -0.1 0.0 0.0
H -0.1 0.0 -0.1
H 0.0 0.0 -0.1
H 0.1 0.0 -0.1
H -0.1 -0.1 0.1
H 0.0 0.2 -0.1
H -0.1 -0.2 0.0
H 0.0 0.0 0.0

Entry from the Open Molecules 2025 dataset: a structure of composition C35H48HfN5O7S3Si at a distorted geometry (the ωB97M-V functional and the def2-TZVPD basis).

Results
Total charge   +1
Frontier orbital gap   7.2 eV
Relative energy (zero: lowest compared OMol25 entry of this formula, charge and spin)   69.3 kJ/mol
HOMO level   -10.43 eV

Geometry (Å):
Hf (-1.324275, 0.088788, 0.301528)
C (-5.117806, 1.982058, 1.864533)
C (-3.708861, 1.837627, 1.381403)
N (-3.410412, 1.216913, 0.272236)
N (-4.424608, 0.859235, -0.509801)
C (-4.279905, -0.131872, -1.350235)
N (-5.236985, -0.325077, -2.268254)
S (-3.029567, -1.310145, -1.215726)
C (-2.603095, 2.436810, 2.095831)
C (-2.827598, 3.421982, 3.067761)
C (-1.759816, 4.096724, 3.619756)
C (-0.483846, 3.785251, 3.168615)
C (-0.337106, 2.787234, 2.221612)
N (-1.350787, 2.090191, 1.706836)
H (-5.731057, 1.240578, 1.356975)
H (-5.164456, 1.815913, 2.938770)
H (-5.523751, 2.968234, 1.639706)
H (-5.968866, 0.356204, -2.390555)
H (-5.186212, -1.131944, -2.864252)
H (-3.838175, 3.668688, 3.347899)
H (-1.913176, 4.868192, 4.358705)
H (0.386484, 4.298308, 3.544714)
H (0.640906, 2.553984, 1.833101)
C (1.719887, 0.414110, 2.860284)
C (2.280821, 0.514771, 1.434701)
C (3.310855, 1.642176, 1.367041)
C (2.961873, -0.789424, 1.023693)
O (1.145370, 0.765623, 0.530932)
Si (1.274400, 1.595788, -0.916261)
S (-0.673727, 1.358173, -1.707051)
O (2.476933, 0.829003, -1.678021)
C (3.208285, 1.064784, -2.889601)
C (4.092982, 2.293225, -2.686806)
C (2.218117, 1.260833, -4.032862)
C (4.098568, -0.153414, -3.151625)
O (1.576914, 3.146694, -0.575671)
C (1.255819, 4.471547, -1.024120)
C (2.461898, 5.336113, -0.651634)
C (-0.006767, 4.942418, -0.297769)
C (0.992446, 4.517919, -2.527352)
H (2.371090, -0.199002, 3.475500)
H (0.736492, -0.055083, 2.852731)
H (1.643305, 1.391587, 3.329132)
H (4.095356, 1.451252, 2.094900)
H (2.858157, 2.606679, 1.579727)
H (3.761142, 1.686578, 0.380429)
H (3.755779, -1.029329, 1.727091)
H (3.390999, -0.679908, 0.032096)
H (2.257603, -1.614474, 1.016108)
H (3.492053, 3.116243, -2.318935)
H (4.556218, 2.581692, -3.625590)
H (4.873688, 2.085860, -1.957136)
H (1.664483, 2.184520, -3.897363)
H (1.497985, 0.446476, -4.037028)
H (2.741922, 1.281707, -4.983504)
H (4.611481, -0.453739, -2.242811)
H (4.844269, 0.113354, -3.892528)
H (3.524810, -0.991256, -3.528346)
H (2.567186, 5.399986, 0.427159)
H (2.342386, 6.336583, -1.050974)
H (3.375668, 4.908379, -1.053499)
H (0.160180, 5.017619, 0.773348)
H (-0.811712, 4.235085, -0.490838)
H (-0.300073, 5.919851, -0.670487)
H (1.896852, 4.315647, -3.094431)
H (0.636510, 5.507872, -2.798039)
H (0.222804, 3.793911, -2.784031)
O (1.089617, -3.385923, 1.026037)
S (0.271967, -2.969640, 2.127457)
O (0.923429, -2.780516, 3.383611)
N (-0.575630, -1.568311, 1.752357)
C (-1.858035, -1.767862, 1.947054)
O (-2.652548, -0.802806, 1.774904)
C (-2.271231, -3.143761, 2.240981)
C (-3.565116, -3.631307, 2.349778)
C (-3.727885, -4.999407, 2.501147)
C (-2.633871, -5.851797, 2.529929)
C (-1.335577, -5.354668, 2.444528)
C (-1.180604, -3.996791, 2.301534)
H (-4.407263, -2.959846, 2.301571)
H (-4.727142, -5.397249, 2.588246)
H (-2.789615, -6.917698, 2.599405)
H (-0.485473, -6.013498, 2.477267)
C (1.497331, -2.244120, -2.264981)
C (0.352407, -2.626440, -1.392128)
O (-0.280891, -1.736956, -0.801402)
C (-0.053580, -4.040012, -1.315433)
C (0.855772, -5.088868, -1.481712)
C (0.446890, -6.402170, -1.347965)
C (-0.879501, -6.697471, -1.075181)
C (-1.791912, -5.668480, -0.904150)
C (-1.380174, -4.354428, -1.006204)
H (1.977967, -1.358835, -1.859041)
H (1.072338, -1.980910, -3.236890)
H (2.216333, -3.040858, -2.407879)
H (1.897267, -4.889774, -1.668740)
H (1.156551, -7.207673, -1.462120)
H (-1.204799, -7.723961, -1.007475)
H (-2.828799, -5.884267, -0.692195)
H (-2.096565, -3.556003, -0.884023)

Cartesian forces, eV/Å:
Hf 0.9 -0.1 -1.1
C 0.1 -0.1 -0.3
C -0.6 -0.4 -1.0
N 0.8 -0.4 1.0
N -1.3 0.6 -0.8
C 0.1 -0.1 0.8
N 0.0 0.0 -0.1
S 0.7 0.4 -0.2
C 0.5 0.5 0.5
C -0.1 -0.4 -0.4
C 0.4 -0.1 -0.2
C -0.3 -0.1 0.1
C 0.4 0.0 0.0
N -0.5 -0.3 0.0
H 0.0 0.1 0.1
H 0.0 0.1 0.1
H 0.0 0.1 0.0
H 0.1 -0.1 0.1
H -0.1 0.1 0.0
H -0.1 0.0 0.0
H 0.0 0.0 0.1
H 0.1 0.0 0.0
H -0.1 0.0 0.0
C -0.1 0.0 -0.3
C 0.6 -0.4 0.8
C -0.4 0.0 -0.2
C -0.4 0.2 -0.1
O -0.5 0.0 -0.1
Si -0.6 0.2 -0.2
S 0.2 0.3 -0.1
O 0.0 -0.1 0.1
C 0.4 0.1 -0.3
C -0.2 -0.2 0.0
C 0.2 -0.1 0.3
C -0.3 0.3 0.1
O 0.2 -0.2 0.0
C -0.1 0.5 0.0
C -0.3 -0.2 -0.1
C 0.3 -0.2 -0.1
C 0.1 -0.1 0.3
H 0.1 -0.1 0.0
H 0.2 0.1 0.1
H 0.0 0.1 0.1
H 0.0 -0.1 0.1
H 0.0 0.1 0.1
H 0.1 0.1 -0.1
H 0.1 0.0 0.1
H 0.1 0.0 -0.1
H 0.1 0.0 -0.1
H 0.0 0.2 0.0
H 0.1 0.0 -0.1
H 0.1 0.0 0.0
H -0.1 0.2 -0.1
H 0.0 -0.1 -0.1
H 0.0 0.1 -0.1
H 0.1 0.0 0.1
H 0.1 0.0 -0.2
H -0.1 -0.2 -0.1
H 0.0 0.0 0.2
H 0.0 0.2 0.0
H 0.1 0.0 -0.1
H 0.0 0.0 0.1
H -0.1 0.0 0.0
H -0.1 0.1 0.0
H 0.1 0.0 -0.1
H 0.0 0.1 -0.1
H -0.1 0.0 -0.1
O -0.2 -0.1 0.3
S 0.7 -0.5 0.0
O -0.2 0.1 0.1
N 0.3 -0.1 0.4
C -0.7 -0.6 0.8
O -0.3 0.3 0.4
C -0.4 -0.4 0.1
C 0.3 0.2 0.0
C -0.2 0.1 0.0
C 0.2 0.1 0.0
C 0.2 -0.1 0.1
C -0.2 0.8 0.0
H -0.1 0.1 0.0
H -0.1 -0.1 0.0
H 0.0 -0.1 0.1
H 0.2 -0.1 0.0
C 0.0 0.2 0.3
C -0.2 0.6 0.0
O 0.1 -0.3 -0.3
C -0.5 -0.5 0.1
C 0.0 0.2 -0.1
C 0.0 -0.1 0.0
C -0.1 0.1 0.0
C -0.1 0.0 0.0
C 0.1 0.2 -0.2
H 0.0 0.0 0.0
H 0.0 0.0 -0.1
H 0.0 -0.1 -0.1
H 0.1 0.1 0.0
H 0.1 0.0 0.0
H 0.0 -0.1 0.0
H -0.1 0.0 0.0
H 0.0 0.0 0.0

Entry from the Open Molecules 2025 dataset: a structure of composition C51H40ClF5ILaN4O6PS2 at a distorted geometry (the ωB97M-V functional and the def2-TZVPD basis).

Results
Total charge   -1
Frontier orbital gap   5.9 eV
Relative energy (zero: lowest compared OMol25 entry of this formula, charge and spin)   39.3 kJ/mol
HOMO level   -4.57 eV

Geometry (Å):
La (-0.104295, 0.381055, -0.257296)
O (0.049251, 1.570648, -4.920412)
C (0.345359, 2.879331, -4.856107)
C (0.680197, 3.508312, -6.057379)
C (0.999256, 4.850095, -6.074090)
C (0.995991, 5.597073, -4.895692)
C (0.668286, 4.974547, -3.707554)
C (0.339932, 3.617394, -3.659518)
C (-0.000819, 2.957050, -2.368500)
O (-0.421166, 1.746136, -2.396393)
N (0.167386, 3.699299, -1.286703)
N (0.004293, 2.971934, -0.142747)
C (-0.224324, 3.637931, 0.916015)
C (-0.419293, 2.953331, 2.208228)
C (-0.593818, 3.696863, 3.365677)
C (-0.784457, 3.030198, 4.565735)
C (-0.809080, 1.647096, 4.570682)
C (-0.632115, 0.978608, 3.368309)
N (-0.431191, 1.612774, 2.214958)
H (-0.158866, 1.282074, -4.000791)
H (0.683702, 2.912215, -6.961003)
H (1.257331, 5.322459, -7.014792)
H (1.244852, 6.649763, -4.910058)
H (0.658868, 5.523432, -2.776038)
H (-0.334015, 4.719576, 0.871145)
H (-0.576171, 4.778162, 3.316392)
H (-0.913850, 3.588322, 5.484813)
H (-0.958304, 1.082431, 5.480507)
H (-0.651280, -0.099520, 3.316027)
F (-2.053122, -4.773430, 3.951445)
C (-1.121692, -4.500000, 3.017177)
C (-0.711482, -3.206411, 2.788901)
F (-1.246016, -2.230283, 3.543479)
C (0.255055, -2.941136, 1.828329)
F (0.560019, -1.624362, 1.628904)
C (0.895360, -3.913605, 1.064487)
S (2.118117, -3.596036, -0.124603)
C (0.430255, -5.213162, 1.337106)
F (0.944995, -6.258107, 0.667393)
C (-0.544620, -5.508778, 2.269331)
F (-0.931897, -6.780445, 2.474123)
C (-0.885268, -3.432763, -2.006376)
P (-1.638604, -1.779835, -1.822186)
C (-1.751975, -1.224084, -3.560922)
C (-3.369073, -2.187684, -1.386349)
C (-4.463006, -1.586079, -2.006490)
C (-5.758717, -1.832108, -1.560262)
C (-5.979654, -2.684568, -0.488474)
C (-4.896081, -3.285894, 0.143874)
C (-3.604747, -3.030109, -0.294031)
H (-0.984522, -4.008255, -1.085967)
H (0.181785, -3.302771, -2.185154)
H (-1.357633, -3.979204, -2.826175)
H (-2.314978, -1.929079, -4.176163)
H (-0.728776, -1.144099, -3.931024)
H (-2.202638, -0.232341, -3.625797)
H (-4.309847, -0.905359, -2.835643)
H (-6.595568, -1.346094, -2.047881)
H (-6.988030, -2.865644, -0.136847)
H (-5.054812, -3.944298, 0.989320)
H (-2.768778, -3.476680, 0.234262)
I (3.671464, 1.530045, 5.006599)
C (3.575984, 0.649083, 3.128018)
C (4.371073, -0.446599, 2.806517)
C (4.246770, -0.989822, 1.546138)
C (3.336056, -0.432630, 0.656575)
N (2.560114, 0.603581, 0.971312)
C (2.687467, 1.140261, 2.195754)
H (5.053239, -0.869289, 3.532224)
H (4.806414, -1.867157, 1.251698)
H (3.169765, -0.866860, -0.322382)
H (2.073890, 1.999568, 2.424562)
C (3.370028, -6.884801, -4.198148)
C (4.371966, -6.924996, -5.321360)
O (4.778686, -7.944598, -5.815251)
S (5.027096, -5.388831, -5.987408)
C (4.169326, -4.149633, -5.065830)
C (4.657094, -3.729348, -3.830425)
C (3.959435, -2.796938, -3.082503)
C (2.760303, -2.254593, -3.555599)
C (2.293457, -2.657882, -4.809661)
C (2.990050, -3.594213, -5.557936)
C (1.998625, -1.357489, -2.736967)
C (1.361622, -0.743748, -1.892081)
H (3.052114, -7.903071, -3.992519)
H (2.513581, -6.260836, -4.454746)
H (3.819832, -6.444406, -3.306344)
H (5.576496, -4.156576, -3.448808)
H (4.319647, -2.498435, -2.106493)
H (1.371772, -2.233277, -5.187743)
H (2.613165, -3.912571, -6.522474)
C (-6.646834, 1.768728, -1.682815)
C (-7.248869, 1.047356, -0.505423)
C (-8.613251, 0.837148, -0.405356)
C (-9.153907, 0.164409, 0.682528)
Cl (-10.883950, -0.096108, 0.756736)
C (-8.345561, -0.307217, 1.692712)
C (-6.969657, -0.106382, 1.613428)
C (-6.429859, 0.565181, 0.524131)
O (-5.107407, 0.807380, 0.359861)
C (-4.195724, 0.129743, 1.199266)
C (-2.815274, 0.242481, 0.611770)
O (-2.537848, 1.136183, -0.227595)
O (-1.969975, -0.609080, 1.021257)
H (-6.503482, 2.829253, -1.462062)
H (-7.298994, 1.690117, -2.553349)
H (-5.666319, 1.366404, -1.932381)
H (-9.266833, 1.188429, -1.195103)
H (-8.776406, -0.833383, 2.533736)
H (-6.334651, -0.481188, 2.403480)
H (-4.447533, -0.930138, 1.282363)
H (-4.174241, 0.567536, 2.205557)

Cartesian forces, eV/Å:
La 0.0 0.4 0.5
O 0.0 0.0 0.0
C 0.0 -0.1 0.0
C 0.0 0.1 0.0
C 0.0 0.0 0.0
C 0.0 -0.1 0.0
C 0.0 0.0 0.0
C -0.2 -0.1 0.0
C 0.1 0.0 -0.2
O 0.3 0.1 0.4
N 0.0 -0.1 0.1
N -0.1 0.3 -0.3
C -0.1 0.0 0.5
C 0.0 0.1 -0.4
C 0.0 0.0 0.2
C 0.0 0.1 0.0
C 0.0 -0.1 0.0
C 0.1 0.1 -0.1
N 0.1 0.1 0.0
H 0.0 0.0 0.0
H 0.0 0.0 0.0
H 0.0 0.0 0.0
H 0.0 0.0 0.0
H 0.0 0.0 0.0
H 0.1 0.0 0.0
H 0.0 0.0 0.0
H 0.0 0.0 0.0
H 0.0 0.0 0.0
H 0.0 -0.1 0.0
F 0.1 0.0 -0.1
C -0.1 -0.1 0.1
C 0.1 0.2 0.0
F 0.1 0.1 -0.1
C -0.4 0.2 0.2
F 0.2 0.1 0.1
C 0.3 -0.2 -0.3
S -0.2 -0.1 0.5
C 0.0 -0.3 -0.1
F 0.0 0.1 0.1
C 0.1 -0.2 -0.1
F 0.1 0.1 0.0
C -0.1 0.0 -0.1
P 0.0 -0.2 -0.4
C -0.1 0.0 0.0
C 0.0 0.1 0.1
C -0.1 0.0 0.1
C 0.1 -0.1 -0.1
C 0.0 0.0 0.0
C 0.0 0.0 -0.1
C 0.0 0.0 -0.1
H 0.0 0.0 0.0
H 0.0 0.0 0.0
H 0.0 0.0 0.0
H 0.0 0.0 0.0
H 0.0 0.0 0.0
H 0.0 0.0 0.0
H 0.0 0.0 0.0
H 0.0 0.0 0.0
H 0.0 0.0 0.0
H 0.0 0.0 0.0
H 0.0 0.0 0.0
I 0.0 0.1 0.1
C 0.0 -0.1 -0.1
C 0.0 0.0 0.0
C 0.0 0.0 0.0
C -0.2 -0.1 -0.1
N -0.3 0.1 0.2
C 0.2 0.0 -0.3
H 0.0 0.0 0.0
H 0.0 0.0 0.0
H 0.1 0.0 0.1
H -0.1 0.0 0.0
C 0.1 0.1 0.0
C 0.0 0.0 -0.1
O 0.0 -0.1 0.0
S 0.0 -0.2 0.0
C -0.1 0.2 0.1
C 0.0 0.1 0.0
C 0.0 -0.1 0.0
C -0.2 0.1 0.1
C 0.0 0.0 -0.1
C 0.0 0.0 0.1
C 0.2 -0.1 0.0
C 0.6 -0.3 -1.1
H 0.0 0.0 0.0
H 0.0 0.0 0.0
H 0.0 0.0 0.0
H 0.0 0.0 0.0
H 0.0 0.0 0.0
H 0.0 0.0 0.0
H 0.0 0.0 0.0
C -0.1 0.0 0.0
C -0.1 0.1 0.0
C -0.1 0.0 -0.1
C -0.1 0.0 -0.1
Cl 0.1 0.0 0.0
C 0.1 0.0 0.0
C -0.1 0.1 0.0
C 0.2 0.1 0.1
O -0.1 0.0 0.1
C -0.3 0.0 0.0
C 0.3 0.0 -0.3
O -0.2 -0.4 0.3
O -0.4 0.1 0.3
H 0.0 0.0 0.0
H 0.0 0.0 0.0
H 0.0 0.0 0.0
H 0.0 0.0 0.0
H 0.0 0.0 0.0
H 0.0 0.0 0.0
H 0.0 0.0 0.0
H 0.0 0.0 0.0